A molecular structure, C31H45N5OS. Source: OMol25; level of theory: wB97M-V/def2-TZVPD.

Results
charge: 0
frontier orbital gap: 7.59 eV
HOMO: -8.132 eV
LUMO: -0.5 eV
electronic energy: -53210.0788 eV

Structure (XYZ):
```
83
Properties=species:S:1:pos:R:3:mulliken_charge:R:1
O 2.25947 2.48283 -1.37563 -0.6122
C 1.25518 1.58652 -1.16072 0.6259
C 0.80786 1.32229 0.09103 -0.2768
C 1.46944 1.92948 1.29430 -1.6178
C 2.75493 1.18661 1.67159 -1.3010
C 2.47304 -0.22815 2.11414 0.2765
C 2.01092 -0.47935 3.40131 -0.2291
C 1.72114 -1.76889 3.81134 -0.5609
C 1.89199 -2.82782 2.93187 -0.5508
C 2.35359 -2.59215 1.64757 -0.7367
C 2.64228 -1.29590 1.24338 -0.0901
C -0.30167 0.42796 0.25951 -0.3488
C -0.93523 -0.20029 -0.76178 0.3434
C -2.07716 -1.11642 -0.52219 -0.4013
C -3.35080 -0.63533 -0.23327 -0.3866
C -4.37606 -1.54562 -0.01619 -0.3756
N -4.22956 -2.86478 -0.06067 -0.6291
C -3.00865 -3.32248 -0.34237 -0.3671
C -1.92174 -2.49888 -0.58146 -0.3332
C -0.45948 0.05342 -2.07564 1.2138
N -0.91192 -0.45999 -3.22249 -0.6760
S -0.00893 0.16647 -4.38876 0.1192
N 0.98346 1.09487 -3.54482 -0.6971
C 0.63079 0.95293 -2.26605 1.0287
H 2.81304 2.18138 -2.10502 0.3041
H 0.78340 1.89304 2.14203 0.5691
H 1.69259 2.98092 1.11197 0.4739
H 3.25973 1.72007 2.47954 0.4482
H 3.45113 1.16809 0.83273 0.4417
H 1.87972 0.34023 4.09905 0.5737
H 1.36653 -1.97432 4.81209 0.4864
H 1.67171 -3.84129 3.23847 0.3951
H 2.49248 -3.40807 0.95152 0.4147
H 3.00487 -1.12616 0.23692 0.3746
H -0.64471 0.23130 1.26752 0.4689
H -3.54294 0.42767 -0.18336 0.4313
H -5.37025 -1.17416 0.20336 0.3603
H -2.89077 -4.39805 -0.37957 0.3684
H -0.95503 -2.92939 -0.80780 0.4317
C 3.24328 2.40785 7.60889 -1.4296
C 1.75910 2.08178 7.67930 -0.4159
N 1.49073 0.66002 7.79483 0.2983
C 0.09760 0.31580 7.57639 -0.6562
C -0.94756 0.82804 8.57500 -1.2322
C 2.15049 -0.01800 8.89741 -0.7512
C 1.87747 0.48908 10.32021 -0.9789
H 3.72326 1.85631 6.79911 0.2882
H 3.37662 3.47435 7.42368 0.4415
H 3.76117 2.17299 8.53918 0.3042
H 1.28605 2.42622 6.75516 0.4665
H 1.30637 2.67043 8.49329 0.2741
H 0.02372 -0.77365 7.51315 0.3793
H -0.17065 0.68532 6.58094 0.3605
H -0.91786 0.28042 9.51602 0.2561
H -1.94729 0.69561 8.15687 0.4396
H -0.82150 1.88953 8.79025 0.2818
H 3.22775 0.02366 8.72117 0.4130
H 1.89420 -1.07854 8.83536 0.3702
H 1.91309 1.57786 10.37808 0.2505
H 2.63838 0.10104 10.99999 0.3757
H 0.91000 0.16112 10.69731 0.2726
C -2.71068 -0.32363 -6.88440 -1.1810
C -2.93742 -0.37476 -8.38682 -0.4178
N -2.09928 0.55738 -9.11884 0.1033
C -2.48799 0.71652 -10.50859 -0.6975
C -2.35881 -0.49468 -11.44078 -0.9723
C -0.67364 0.45477 -8.86199 -0.6357
C 0.01132 -0.89373 -9.12499 -1.0089
H -2.83742 0.69170 -6.50554 0.3549
H -3.42775 -0.96978 -6.37709 0.4629
H -1.71412 -0.67294 -6.61394 0.0609
H -3.97772 -0.10745 -8.59083 0.4657
H -2.81592 -1.41658 -8.72496 0.2458
H -1.91567 1.54962 -10.92580 0.3503
H -3.53227 1.04398 -10.51439 0.4131
H -1.32234 -0.69871 -11.70658 0.2259
H -2.89761 -0.29948 -12.37003 0.3945
H -2.78445 -1.39667 -11.00003 0.2756
H -0.50034 0.72626 -7.81728 0.3095
H -0.17481 1.23440 -9.44294 0.3543
H -0.57445 -1.72962 -8.73972 0.2475
H 0.98155 -0.91652 -8.62441 0.3767
H 0.19103 -1.06595 -10.18508 0.3042
```

C31H45N7O2S in the gas phase. Source: OMol25; level of theory: wB97M-V/def2-TZVPD.

Results
charge: 0
frontier orbital gap: 7.86 eV
ΔE to the lowest compared entry with this formula, charge and spin: 0.00 kcal per mole
HOMO: -7.234 eV
LUMO: 0.6 eV
electronic energy: -58239.0660 eV

Structure (XYZ):
```
86
Properties=species:S:1:pos:R:3:mulliken_charge:R:1
C -1.45918 2.55732 1.77770 -1.1365
C -0.12972 2.86619 1.09176 -0.1974
O 0.18646 1.97408 0.04512 0.0026
C -0.23104 2.27145 -1.23329 0.3903
C -1.21001 3.19733 -1.56281 -0.9187
C -1.54884 3.40530 -2.88866 -1.3573
C -0.92497 2.70769 -3.91982 0.9272
C 0.07259 1.79108 -3.57814 -0.2498
C 0.40657 1.57618 -2.26081 0.0538
H 1.18464 0.87259 -2.00886 0.3132
H 0.59344 1.24587 -4.34795 0.3541
N -1.22330 2.99700 -5.24565 -0.2697
H -1.92913 3.72070 -5.32630 0.3142
C -1.46265 1.92969 -6.21193 -1.5212
C -2.90028 1.52046 -6.20086 0.5938
C -3.94121 2.02453 -6.93328 -0.4830
C -5.13716 1.44804 -6.44887 -0.8040
C -4.79471 0.62272 -5.42165 -0.3920
N -3.43297 0.66026 -5.26360 0.3602
C -2.74405 -0.08106 -4.34093 0.4419
N -1.53899 -0.49641 -4.45881 -0.2594
N -1.08775 -1.19678 -3.42811 -0.4845
C -1.95495 -1.35740 -2.47692 0.6522
N -1.75919 -2.10820 -1.39074 0.2460
C -2.66176 -2.10667 -0.26455 -1.5704
H -3.66736 -1.84503 -0.59975 0.6053
C -2.17685 -1.12360 0.80195 -0.4493
H -2.83911 -1.17522 1.66744 0.5865
H -2.21292 -0.11014 0.39410 -0.0050
C -0.73450 -1.42465 1.22422 2.6107
C -0.59357 -2.72080 2.02021 -0.2066
O -1.24035 -3.72864 1.79703 -0.7218
N 0.34583 -2.65696 2.98122 -0.0252
H 0.94930 -1.84896 3.10915 -0.0164
C 0.82957 -3.82605 3.67664 -0.8989
C 2.33455 -3.98427 3.45729 -0.6340
H 2.65417 -4.94906 3.85397 0.3908
C 3.13904 -2.89300 4.16824 -0.8712
N 2.81655 -1.54009 3.72329 0.5375
C 3.19476 -0.55892 4.73002 -1.5187
C 2.74170 0.85384 4.35287 0.8727
C 1.22267 0.98772 4.42892 -1.7707
H 0.73313 0.29549 3.75117 0.3540
H 0.91867 2.00031 4.17346 0.4327
H 0.87729 0.77301 5.43774 0.4933
C 3.29749 1.21641 2.97327 -1.6658
C 2.96797 0.14276 1.93784 3.4591
C 3.59965 0.46797 0.58843 -2.1251
H 3.38536 -0.31623 -0.13414 0.4382
H 4.67977 0.56457 0.68049 0.4389
H 3.19851 1.40238 0.20465 0.4213
C 3.45105 -1.21334 2.45392 -1.7825
H 3.20251 -1.99103 1.72805 0.4323
H 4.55134 -1.19198 2.55892 0.4210
H 1.88483 0.10135 1.80038 -1.4374
H 2.90116 2.18102 2.65098 0.3505
H 4.38429 1.31368 3.04512 0.4593
H 3.17336 1.54173 5.08965 0.3767
H 2.72846 -0.84302 5.67734 0.5458
H 4.28999 -0.55601 4.87872 0.3990
H 2.90990 -2.95223 5.23586 0.4792
H 4.21672 -3.09991 4.04884 0.3156
H 2.54075 -3.98087 2.38599 0.3148
H 0.61793 -3.73166 4.74760 0.3293
H 0.28403 -4.68846 3.28534 0.5237
C 0.16446 -1.51589 -0.01965 1.2043
H 1.16878 -1.83338 0.26484 0.0986
C -0.41119 -2.50032 -1.03750 -1.8318
H 0.19010 -2.51734 -1.94633 0.6324
H -0.46218 -3.50325 -0.60423 0.3545
H 0.23003 -0.52625 -0.47322 -0.6545
H -0.37862 -0.59862 1.84834 -1.4078
H -2.67324 -3.11497 0.15749 0.3615
S -3.50809 -0.56244 -2.80971 -0.4017
H -5.40028 -0.00100 -4.79389 0.3548
H -6.12708 1.62806 -6.81784 0.4542
H -3.85632 2.72787 -7.73851 0.4778
H -0.82159 1.08182 -5.97658 0.3853
H -1.21110 2.31271 -7.20538 0.4482
H -2.31748 4.12870 -3.12673 0.2677
H -1.72699 3.76469 -0.80436 0.3839
H -0.11799 3.90053 0.72663 0.5498
H 0.68508 2.74885 1.81387 -0.1061
H -1.63881 3.28564 2.56441 0.4748
H -1.43370 1.56487 2.21995 0.0955
H -2.28324 2.59564 1.06993 0.3929
```

A molecular structure, C31H46AlBBr4CaCl2F12KN2O6. Source: OMol25; level of theory: wB97M-V/def2-TZVPD.

Results
charge: -1
frontier orbital gap: 1.56 eV
HOMO: -3.668 eV
LUMO: -2.1 eV
electronic energy: -428016.4007 eV

Structure (XYZ):
```
107
Properties=species:S:1:pos:R:3:mulliken_charge:R:1
C 3.95566 3.28413 0.20516 0.6284
C 3.50129 3.34091 -0.91182 -1.2252
C 2.93682 3.44712 -2.23996 0.3683
C 2.79196 2.00451 -2.84138 -1.1312
N 1.60472 1.84142 -3.74169 0.3695
C 1.24200 0.38086 -3.83212 -1.3211
C 0.47498 -0.18448 -2.63160 0.4641
C 1.00107 -1.44596 -1.98872 -0.9766
F 2.00313 -1.27829 -1.11454 -0.2438
C 0.43105 2.69405 -3.40299 -0.8857
B 0.32708 3.85850 -4.46507 0.8847
O -0.90764 4.33058 -4.88905 -0.6780
O 1.42983 4.43653 -4.96544 -0.6140
C 0.57260 3.34096 -2.03687 0.4556
C -0.68093 4.08333 -1.65658 -1.0917
C -1.80947 3.07112 -1.39958 -0.7384
C -2.69244 2.78501 -2.61712 -0.8136
C -4.15887 2.83686 -2.34421 1.1698
F -4.49624 2.30724 -1.18790 -0.3389
F -4.54992 4.12413 -2.38333 -0.3473
C -4.97726 2.11516 -3.45500 0.5557
F -6.01993 2.82325 -3.81111 -0.3056
F -4.25592 1.91304 -4.53564 -0.2370
F -5.40361 0.95118 -3.02960 -0.3363
O 1.69632 4.16697 -2.10050 -0.5342
H 4.52321 3.00228 1.13048 -0.1399
H 3.66689 4.01300 -2.79330 0.5246
H 3.65204 1.82528 -3.44632 0.3706
H 2.81657 1.21199 -2.08599 0.5519
H 1.92883 2.08571 -4.66540 0.5168
H 2.18113 -0.14963 -3.89803 0.9345
H 0.64436 0.19717 -4.71265 0.3108
H 0.35607 0.52237 -1.82428 -0.2053
H -0.51614 -0.44623 -2.96993 0.3441
H 0.17475 -1.82141 -1.39810 0.4265
H 1.25431 -2.20049 -2.72023 0.3583
H -0.47253 2.12067 -3.51277 0.0032
H -0.97012 5.22549 -4.55060 0.3370
H 1.18806 5.08469 -5.62634 0.3207
H 0.73690 2.62227 -1.24223 0.7958
H -0.93332 4.87459 -2.35029 0.4829
H -0.46892 4.56715 -0.70748 0.1317
H -1.33109 2.15784 -1.09544 0.1822
H -2.41286 3.35194 -0.55822 0.8539
H -2.47743 3.51880 -3.37184 0.3534
H -2.47060 1.82512 -3.05293 0.2558
F -0.79971 4.99656 1.63814 -0.4216
Al -0.38655 3.64061 2.57222 0.5246
F 1.05036 3.91771 3.38845 -0.3558
F -0.20975 2.30921 1.52995 -0.3529
F -1.61615 3.32674 3.68920 -0.4101
C -6.43597 7.68032 1.00589 -0.4376
C -7.53666 8.14716 0.42442 -0.3602
C -8.20202 7.40430 -0.67551 0.3784
O -9.20606 7.83430 -1.20562 -0.5774
C -7.59366 6.12045 -1.10055 -0.2955
C -6.49230 5.65009 -0.52107 -0.2033
C -5.82437 6.39202 0.58026 0.3068
O -4.82689 5.96804 1.10957 -0.4535
H -5.93479 8.20624 1.80856 0.4228
H -7.99722 9.08145 0.71984 0.3989
H -8.09482 5.59471 -1.90356 0.4346
H -6.03640 4.71877 -0.81781 0.3700
C 3.77451 -2.58091 2.87763 -1.3200
C 3.85685 -4.08720 2.51598 1.2227
C 4.35686 -4.87691 3.73368 1.2883
C 3.37240 -4.99275 4.89782 -0.0863
C 1.89733 -4.95006 4.45701 -1.2576
C 1.64661 -5.36984 3.00939 1.2039
N 2.47460 -4.51014 2.13070 1.0531
O 2.32485 -4.71034 0.98647 -0.3906
C 0.16960 -5.11182 2.71335 -1.7697
C 1.90361 -6.86070 2.83409 -1.2410
C 4.88503 -4.22996 1.41356 -1.3769
H 3.44538 -1.99582 2.02285 0.4501
H 4.74717 -2.19147 3.17907 0.3332
H 3.07774 -2.39416 3.69779 0.3022
H 4.64258 -5.88274 3.41447 0.5299
H 5.27796 -4.43006 4.11049 -2.1584
H 3.57031 -5.92039 5.43357 -0.2130
H 3.55816 -4.18984 5.61577 0.2710
H 1.30124 -5.57121 5.12052 0.5288
H 1.52212 -3.93540 4.60143 0.3386
H -0.06608 -4.04574 2.76008 0.4520
H -0.45658 -5.62112 3.44128 0.3324
H -0.12109 -5.49073 1.71705 0.6140
H 1.24835 -7.41121 3.50457 0.2216
H 2.93453 -7.15035 3.06000 0.2682
H 1.67769 -7.18251 1.81789 0.4357
H 5.85311 -3.86037 1.76580 0.1893
H 4.62960 -3.64446 0.53183 0.3939
H 5.01261 -5.27410 1.11555 0.4188
C 2.38328 -8.76729 6.93702 -0.3758
Br 1.96216 -6.96700 7.56015 -0.0009
Br 0.90834 -9.52638 5.99154 0.0544
Br 3.99835 -8.78569 5.91220 0.0310
H 2.55394 -9.37811 7.81193 0.4015
K 2.20422 -7.10450 10.03994 0.8392
Ca 7.14382 -3.73714 4.23239 -0.0851
Br 6.01880 2.41044 2.48127 -0.8868
C -4.29695 -1.46806 -4.96820 0.1654
Cl -2.77682 -0.84195 -5.62220 -0.1511
Cl -5.29764 -2.19845 -6.23358 -0.1874
H -4.07043 -2.22213 -4.22393 0.3218
H -4.84348 -0.65471 -4.52326 -0.1525
F 3.51976 -0.28623 -2.42589 -0.8499
F -1.53805 -6.33878 0.77046 -0.9132
```